1.
The following is a DFT calculation (ωB97M-V/def2-TZVPD) of an isolated molecule of H4OP2S.

Computed properties:
Orbital gap = 0.2623 hartree
M = 114.05 g/mol
SMILES string = O[PH]#[PH]S
E_HOMO = -7.644 eV
ΔE to the lowest compared entry with this formula, charge and spin = 38.6 kcal/mol
Energy = -1158.4724 hartree

Each line ends with the natural charge from an NBO analysis.
CARTESIAN COORDINATES (ANGSTROEM)
O: -1.90199 0.49102 -1.23498  -0.99
P: 0.88081 -0.50360 0.12333  0.05
P: -1.60558 0.06340 0.30538  0.62
S: 2.59385 0.32648 1.04321  -0.28
H: -1.18770 0.94582 -1.63454  0.49
H: 0.65922 -1.56834 1.05382  0.00
H: 2.91000 1.37573 0.11452  0.17
H: -2.34860 -1.13052 0.22927  -0.06

***

2.
The following is a DFT calculation (ωB97M-V/def2-TZVPD) of a cluster of 2 separate species, H4OS in total.

Computed properties:
Orbital gap = 0.3694 hartree
M = 52.10 g/mol
SMILES string = O.S
E_HOMO = -9.400 eV
ΔE to the lowest compared entry with this formula, charge and spin = 1.3 kcal/mol
Energy = -475.8089 hartree

Each line ends with the natural charge from an NBO analysis.
CARTESIAN COORDINATES (ANGSTROEM)
S: -0.64430 0.35214 -1.09476  -0.30
H: 0.23032 0.40468 -0.08536  0.17
H: 0.27626 -0.08366 -1.95610  0.13
H: 1.81858 -0.67368 1.60632  0.47
H: 0.68323 -1.25262 2.36852  0.47
O: 0.92024 -0.44778 1.88975  -0.94

***

3.
The following is a DFT calculation (ωB97M-V/def2-TZVPD) of a cluster of 2 separate species, H4OS2 in total.

Computed properties:
Orbital gap = 0.3460 hartree
M = 84.16 g/mol
SMILES string = SS.O
E_HOMO = -9.059 eV
ΔE to the lowest compared entry with this formula, charge and spin = 8.8 kcal/mol
Energy = -873.9870 hartree

Each line ends with the natural charge from an NBO analysis.
CARTESIAN COORDINATES (ANGSTROEM)
S: -0.00003 -1.31988 -3.07496  -0.16
S: -0.66781 -3.07812 -2.29945  -0.12
H: -1.17692 -0.71883 -3.47719  0.14
H: 0.15624 -3.66652 -3.17647  0.14
H: -0.11283 2.98844 3.65164  0.46
H: 1.15788 2.48137 4.23010  0.46
O: 0.64348 3.31354 4.14633  -0.93

***

4.
The following is a DFT calculation (ωB97M-V/def2-TZVPD) of a cluster of 2 separate species, H4S4 in total.

Computed properties:
Orbital gap = 0.3206 hartree
M = 132.30 g/mol
SMILES string = SS.SS
E_HOMO = -8.904 eV
ΔE to the lowest compared entry with this formula, charge and spin = 17.7 kcal/mol
Energy = -1595.0983 hartree

Each line ends with the natural charge from an NBO analysis.
CARTESIAN COORDINATES (ANGSTROEM)
S: -3.20922 1.67552 -1.50764  -0.14
S: -1.79991 0.11540 -1.05293  -0.17
H: -3.30051 1.43147 -2.90356  0.16
H: -1.15630 -0.04970 -2.30627  0.16
S: 2.60259 -0.06009 1.99592  -0.16
S: 2.51402 -1.72486 0.71322  -0.13
H: 1.40018 -0.18648 2.77464  0.15
H: 1.33696 -1.29067 0.05785  0.14

***

Repeat the fourth record exactly.
The following is a DFT calculation (ωB97M-V/def2-TZVPD) of a cluster of 2 separate species, H4S4 in total.

Computed properties:
Orbital gap = 0.3206 hartree
M = 132.30 g/mol
SMILES string = SS.SS
E_HOMO = -8.904 eV
ΔE to the lowest compared entry with this formula, charge and spin = 17.7 kcal/mol
Energy = -1595.0983 hartree

Each line ends with the natural charge from an NBO analysis.
CARTESIAN COORDINATES (ANGSTROEM)
S: -3.20922 1.67552 -1.50764  -0.14
S: -1.79991 0.11540 -1.05293  -0.17
H: -3.30051 1.43147 -2.90356  0.16
H: -1.15630 -0.04970 -2.30627  0.16
S: 2.60259 -0.06009 1.99592  -0.16
S: 2.51402 -1.72486 0.71322  -0.13
H: 1.40018 -0.18648 2.77464  0.15
H: 1.33696 -1.29067 0.05785  0.14

***

Question: Which of these has the highest E_HOMO?
Answer: H4OP2S

***

Question: Which formula does entry 3 have?
Answer: H4OS2